Here is a cluster of 2 separate species, C3H6S in total at a distorted geometry from the OMol25 dataset. Energies are from ωB97M-V/def2-TZVPD.

For the gap between HOMO and LUMO (alpha / beta), the calculation gives 7.82 / 9.14 eV. The multiplicity is 3. The calculation puts the LUMO energy (alpha / beta) at 0.03247 / -0.03376 Ha. Its HOMO energy (alpha / beta) is -6.93 / -10.06 eV. The relative energy (zero: lowest compared OMol25 entry of this formula, charge and spin) is 1.624 eV.

Atoms and positions in Å:
C -1.4277 -0.9895 -0.1488
C -1.2031 0.2778 -0.2171
C 1.3524 0.9976 -0.0911
S 1.9863 -0.5810 -0.0251
H -2.5220 -1.4606 0.0036
H -0.6050 -1.6536 -0.0089
H -1.9567 1.1254 -0.2801
H 1.4754 1.8427 0.5070
H 0.9510 1.3569 -0.9873
H 1.9493 -0.9155 1.2478

Mulliken population analysis, charges in e, atoms 1 to 2: number 1, C, carries -0.374; number 2, C, carries -0.216

Here is an isolated molecule of C3H5NO2 from the OMol25 dataset. Energies are from ωB97M-V/def2-TZVPD.

For the gap between HOMO and LUMO, the calculation gives 11.34 eV. The calculation puts the LUMO energy at 0.02983 Ha. Its HOMO energy is -10.52 eV. The structure (SMILES) is CC(=O)NC=O. The relative energy (zero: lowest compared OMol25 entry of this formula, charge and spin) is 0.788 eV.

Atoms and positions in Å:
C 0.2424 -0.5249 1.3572
C -0.6632 0.2940 0.4748
O -1.8612 0.2085 0.4268
N 0.0764 1.0153 -0.5196
C -0.0639 0.2745 -1.7218
O 0.8218 -0.4142 -2.1602
H 0.7638 -1.1890 0.6568
H -0.3267 -1.1108 2.0768
H 1.0081 0.0725 1.8588
H 1.0651 1.0353 -0.2823
H -1.0626 0.3387 -2.1675

Mulliken population analysis, charges in e, atoms 1 to 2: number 1, C, carries -1.088; number 2, C, carries 0.712

Here is a cluster of 2 separate species, C3H5IO in total at a distorted geometry from the OMol25 dataset. Energies are from ωB97M-V/def2-TZVPD.

For the gap between HOMO and LUMO (alpha / beta), the calculation gives 5.69 / 5.68 eV. The calculation puts the LUMO energy (alpha / beta) at -0.07991 / -0.07996 Ha. Its HOMO energy (alpha / beta) is -7.86 / -7.86 eV. The relative energy (zero: lowest compared OMol25 entry of this formula, charge and spin) is 3.203 eV.

Atoms and positions in Å:
C -0.1749 1.2867 0.5742
C -0.7215 0.1112 0.0644
C -0.4164 -1.1411 -0.4873
O -1.3207 1.2441 -0.3598
I 2.9129 -0.4763 0.5067
H -0.5918 1.5433 1.5098
H 0.7437 1.7230 0.1205
H -0.9636 -1.2977 -1.4108
H -0.2487 -2.0353 0.2289
H 0.7809 -0.9579 -0.7466

Mulliken population analysis, charges in e, atoms 1 to 2: number 1, C, carries -0.231; number 2, C, carries 0.591

Here is a cluster of 5 separate species, C26H54Cl8NO4P2S in total from the OMol25 dataset. Energies are from ωB97M-V/def2-TZVPD.

For the gap between HOMO and LUMO, the calculation gives 7.99 eV. Its total charge is +1. The calculation puts the LUMO energy at -0.13316 Ha. Its HOMO energy is -11.61 eV.

Atoms and positions in Å:
C -3.6722 0.4746 2.8713
C -3.1950 0.6531 1.4188
C -3.0490 -0.6806 0.6909
C -2.7673 -0.5704 -0.8079
C -1.4686 0.1793 -1.1690
C -0.4033 -0.7506 -1.7501
C 0.9006 -0.0429 -2.1271
C 2.1306 -0.9634 -2.1664
C 3.4185 -0.2731 -1.6326
C 3.4725 -0.4851 -0.1632
N 3.0387 0.4238 0.6621
C 3.0364 0.0174 2.1038
C 4.2791 0.6010 2.8283
C 4.1508 1.7134 3.8854
C 3.8289 3.0971 3.3047
O 5.3805 1.7229 4.5951
P 1.3970 0.3804 2.8984
O 1.4031 0.0374 4.3142
O 1.0205 1.8918 2.5459
O 0.3279 -0.4550 2.0650
C 3.1020 -1.5399 1.8916
S 3.7328 -2.5319 3.2580
C 3.8877 -1.7089 0.5692
P 5.7930 -1.8017 0.7857
C 5.9507 -3.6104 1.0833
C 6.2660 -1.7437 -0.9767
H -3.4853 -0.5444 3.2217
H -3.1547 1.1441 3.5597
H -4.7436 0.6553 2.9696
H -3.9193 1.2705 0.8776
H -2.2471 1.1991 1.4310
H -3.9782 -1.2443 0.8285
H -2.2666 -1.2724 1.1822
H -2.7098 -1.5819 -1.2245
H -3.6234 -0.0941 -1.2914
H -1.0786 0.7135 -0.2932
H -1.6883 0.9556 -1.9091
H -0.8286 -1.2232 -2.6375
H -0.1956 -1.5676 -1.0413
H 1.0669 0.7847 -1.4197
H 0.7803 0.4303 -3.1054
H 2.3304 -1.3383 -3.1701
H 1.9171 -1.8448 -1.5517
H 4.3092 -0.6656 -2.1157
H 3.3681 0.7987 -1.8458
H 2.7138 1.3141 0.3079
H 4.9561 0.9790 2.0536
H 4.7927 -0.2290 3.3099
H 3.4042 1.4399 4.6304
H 4.0111 3.1502 2.2241
H 2.8045 3.4037 3.5188
H 4.4613 3.8469 3.7834
H 6.0131 2.2777 4.1367
H 1.6809 2.4452 2.1256
H 0.3769 -0.4100 1.1034
H 2.0945 -1.9055 1.6922
H 2.6137 -2.4279 3.9869
H 3.5723 -2.5921 0.0076
H 5.0207 -4.1564 0.9187
H 6.7002 -4.0074 0.3968
H 6.2744 -3.7771 2.1089
H 6.3770 -0.7128 -1.3137
H 5.5711 -2.2643 -1.6392
H 7.2419 -2.2208 -1.0873
Cl 0.0698 -3.0345 -4.7140
C -1.6137 -3.6388 -4.7127
C -2.5164 -2.7689 -5.5489
Cl -2.7330 -1.1545 -4.8164
H -1.9479 -3.6673 -3.6785
H -1.5880 -4.6513 -5.1097
H -3.5020 -3.2254 -5.6145
H -2.1184 -2.6260 -6.5496
Cl -8.8003 2.7167 0.4384
C -7.1038 3.2218 0.6423
C -6.3376 3.1646 -0.6543
Cl -6.1097 1.4876 -1.2230
H -6.6569 2.5764 1.3946
H -7.1164 4.2460 1.0106
H -5.3466 3.5915 -0.5088
H -6.8502 3.7086 -1.4430
Cl -11.3017 3.4676 5.3957
C -12.1359 2.5018 4.1498
C -11.9302 3.0626 2.7662
Cl -12.7502 4.6298 2.5435
H -13.1904 2.4687 4.4108
H -11.7224 1.4960 4.1967
H -12.3473 2.3760 2.0313
H -10.8748 3.2118 2.5544
Cl 5.4582 -2.3803 -4.4243
C 6.0378 -1.1272 -5.5643
C 7.4969 -0.8126 -5.3614
Cl 7.7972 0.0131 -3.8052
H 5.4187 -0.2451 -5.4249
H 5.8812 -1.5200 -6.5667
H 7.8338 -0.1393 -6.1470
H 8.1053 -1.7126 -5.3753

Mulliken population analysis, charges in e, atoms 1 to 2: number 1, C, carries -1.430; number 2, C, carries 0.637

Here is a structure of composition C7H8InO10P at a distorted geometry from the OMol25 dataset. Energies are from ωB97M-V/def2-TZVPD.

For the gap between HOMO and LUMO, the calculation gives 2.62 eV. Its total charge is -2. The calculation puts the LUMO energy at 0.07246 Ha. Its HOMO energy is -0.65 eV.

Atoms and positions in Å:
In -29.9576 8.2294 2.3824
C -32.0126 6.1474 -2.5650
C -33.3187 6.3663 -2.9424
C -34.3739 6.4482 -1.8750
O -35.6078 6.4978 -2.1209
C -33.9818 6.5256 -0.5396
C -32.6341 6.5964 -0.0976
C -31.5837 6.0511 -1.1938
O -30.4786 5.7010 -0.8116
O -32.1751 7.0177 0.9587
O -33.5687 6.4383 -4.1889
H -31.2590 5.8869 -3.2955
H -34.7290 6.3954 0.2353
P -30.0433 5.1618 3.8323
O -29.9204 6.5407 4.4984
O -30.6701 5.4185 2.4540
O -30.7512 4.0347 4.6286
O -28.7184 4.4489 3.5581
O -32.5708 8.2694 3.6199
H -33.1119 8.8490 4.1644
H -33.0593 7.4375 3.5680
C -26.7699 10.5714 1.7186
O -28.0622 10.2906 1.2474
H -26.6932 10.6837 2.8033
H -26.0304 9.7644 1.5977
H -26.2119 11.3552 1.1994
H -28.3059 10.9980 0.6439

Mulliken population analysis, charges in e, atoms 1 to 2: number 1, In, carries 0.697; number 2, C, carries -0.719

Here is an isolated molecule of C5H12N2 at a distorted geometry from the OMol25 dataset. Energies are from ωB97M-V/def2-TZVPD.

For the gap between HOMO and LUMO, the calculation gives 9.86 eV. The calculation puts the LUMO energy at 0.03099 Ha. Its HOMO energy is -9.01 eV. The structure (SMILES) is C=C(N)C[C@@H](C)N. The relative energy (zero: lowest compared OMol25 entry of this formula, charge and spin) is 3.233 eV.

Atoms and positions in Å:
C -1.3124 -1.5738 -0.6652
C -0.9629 -0.2595 -0.6740
N -1.8691 0.6073 -1.4132
C 0.4053 0.4377 -0.6324
C 1.3308 0.5450 0.5469
C 0.5183 0.9872 1.7629
N 1.9684 -0.8518 0.9557
H -2.4915 -1.7457 -0.7997
H -0.8234 -2.4511 -0.5163
H -2.8274 0.7129 -1.0092
H -2.0710 0.4155 -2.4146
H 0.1357 1.5185 -0.8466
H 0.9814 0.3382 -1.5259
H 2.1706 1.2106 0.4530
H 1.0870 0.6832 2.6488
H 0.3064 2.0811 2.0141
H -0.4890 0.6007 1.5778
H 1.2027 -1.2517 1.5584
H 2.2489 -1.2195 0.0330

Mulliken population analysis, charges in e, atoms 1 to 2: number 1, C, carries -0.899; number 2, C, carries 0.345